(1)
Formula: C22H14CrN2O4
Source: OMol25
Level of theory: ωB97M-V/def2-TZVPD

Last column: Löwdin spin population.
Geometry (Å):
Cr1 0.2609 -0.1682 0.0000  3.777
C1 4.6062 -0.7516 0.0000  -0.003
C2 5.0460 0.5667 0.0000  0.018
C3 4.1163 1.5891 0.0000  -0.002
C4 2.7492 1.2957 0.0000  0.016
C5 2.2734 -0.0276 0.0000  -0.014
C6 3.2480 -1.0291 0.0000  0.013
C7 1.7240 2.3453 0.0000  0.021
C8 2.0941 3.7103 0.0000  -0.001
C9 1.1568 4.6865 0.0000  0.012
C10 -0.2053 4.3292 0.0000  0.000
C11 -1.2166 5.3111 0.0000  0.002
C12 -2.5358 4.9621 0.0000  -0.001
C13 -2.8773 3.6019 0.0000  0.003
C14 -1.9113 2.6304 0.0000  0.001
C15 -0.5351 2.9461 0.0000  0.008
N1 0.4369 1.9527 0.0000  0.012
H1 5.3331 -1.5553 0.0000  -0.001
H2 6.1037 0.7957 0.0000  0.001
H3 4.4827 2.6076 0.0000  -0.001
H4 2.9333 -2.0683 0.0000  0.000
H5 3.1402 3.9699 0.0000  0.000
H6 1.4457 5.7305 0.0000  0.001
H7 -0.9228 6.3541 0.0000  0.000
H8 -3.3084 5.7194 0.0000  0.000
H9 -3.9207 3.3141 0.0000  0.000
H10 -2.2010 1.5995 0.0000  0.002
O1 -1.7305 -0.4548 0.0000  0.043
C16 -2.4543 -1.4647 0.0000  0.026
C17 -1.9860 -2.8004 0.0000  0.007
C18 -2.9085 -3.8542 0.0000  0.003
C19 -2.4656 -5.1491 0.0000  0.004
C20 -1.0841 -5.4369 0.0000  0.007
C21 -0.1682 -4.4286 0.0000  0.000
C22 -0.5704 -3.0616 0.0000  0.013
O2 0.2957 -2.1341 0.0000  0.030
N2 -3.4270 -6.2337 0.0000  0.000
O3 -2.9986 -7.3744 0.0000  0.001
O4 -4.6140 -5.9506 0.0000  0.001
H11 -3.5407 -1.3068 -0.0001  0.000
H12 -3.9720 -3.6544 0.0000  0.000
H13 -0.7847 -6.4751 0.0000  0.000
H14 0.8927 -4.6382 0.0001  0.000

The gap between HOMO and LUMO (alpha / beta) comes out at 7.574 / 7.897 eV. As for the charge: 0. Its energy above the lowest of the compared OMol25 structures with the same formula, charge and spin is 0.0000 eV. Its LUMO energy (alpha / beta) is -0.551 / -0.653 eV. The spin multiplicity is 5. The value obtained for the HOMO energy (alpha / beta) is -8.12 / -8.55 eV. The largest force on an atom comes out at 1.027 eV Å⁻¹. Its expectation value of S² is 6.022.

(2)
Formula: C2H4OP2
Source: OMol25
Level of theory: ωB97M-V/def2-TZVPD

Last column: natural (NBO) charge in e.
Geometry (Å):
C1 2.2182 0.6022 -0.6737  -0.210
C2 1.3913 -0.1637 -0.1839  -0.387
P1 0.3388 -1.4299 0.5222  0.247
P2 -1.3738 -0.5621 -0.5805  0.659
O1 -1.7724 0.6903 0.3583  -0.971
H1 2.8943 1.2769 -1.0055  0.222
H2 0.0481 -0.4590 1.5943  0.024
H3 -2.3452 -1.4276 -0.1243  -0.075
H4 -1.3992 1.4729 0.0931  0.492

The gap between HOMO and LUMO comes out at 9.710 eV. As for the charge: 0. Its energy above the lowest of the compared OMol25 structures with the same formula, charge and spin is 0.7166 eV. Its LUMO energy is 0.846 eV. The value obtained for the HOMO energy is -8.86 eV. The largest force on an atom comes out at 5.011 eV Å⁻¹. Its SMILES is C#C[PH]#[PH]O.

(3)
Formula: C2H14O4S2
Source: OMol25
Level of theory: ωB97M-V/def2-TZVPD

Last column: natural (NBO) charge in e.
Geometry (Å):
C1 -0.1274 -0.5148 2.5268  -0.735
S1 -1.2679 -0.2537 1.1343  0.055
S2 -1.4708 -2.1928 0.4516  0.086
C2 -3.1499 -2.5552 0.9689  -0.750
H1 0.8612 -0.6821 2.1444  0.219
H2 -0.4500 -1.3828 3.0963  0.227
H3 -0.1838 0.3812 3.1348  0.224
H4 -3.8250 -1.8694 0.4613  0.225
H5 -3.2232 -2.5187 2.0496  0.221
H6 -3.3558 -3.5775 0.6110  0.229
O1 3.2071 0.1498 -0.5859  -0.953
H7 2.3222 0.3932 -0.2845  0.458
H8 3.0232 -0.4757 -1.3002  0.490
O2 0.9158 4.0340 1.2006  -0.934
H9 1.2100 3.8447 2.0998  0.468
H10 1.1265 3.2317 0.7108  0.466
O3 -0.9053 2.1424 -2.8945  -0.944
H11 -1.2241 1.5048 -2.2513  0.473
H12 -0.3322 2.7611 -2.4364  0.472
O4 2.2861 -0.7522 -3.2206  -0.955
H13 2.9478 -0.4669 -3.8646  0.479
H14 1.6154 -1.2013 -3.7522  0.481

The gap between HOMO and LUMO comes out at 9.253 eV. As for the charge: 0. Its energy above the lowest of the compared OMol25 structures with the same formula, charge and spin is 0.5509 eV. Its LUMO energy is 0.303 eV. The value obtained for the HOMO energy is -8.95 eV. The largest force on an atom comes out at 0.676 eV Å⁻¹. Its SMILES is CSSC.O.O.O.O.